Computed, not measured: a structure of composition C34H96F3K2N15O7P5 at a distorted geometry, with ωB97M-V/def2-TZVPD.

Positions of all 162 atoms, in Å:
1 H 11.4903 1.5988 -22.4867
2 O 5.8571 4.3354 -16.9508
3 H 11.7816 -0.4518 -25.1953
4 H 8.6905 3.2901 -26.8427
5 N 8.1694 4.8544 -25.6378
6 N 6.0344 6.2908 -24.8126
7 H -2.2185 2.1610 -26.8834
8 H 7.1097 8.7515 -15.3544
9 H 2.8377 -2.7662 -25.3214
10 H 5.2027 7.3242 -26.4110
11 H 3.2923 -1.0493 -19.0800
12 H 7.5058 -1.9588 -25.5330
13 N 6.2375 3.7241 -24.2013
14 H 0.9291 -5.6807 -25.8227
15 C 1.6271 -3.7767 -21.0008
16 C 7.5739 8.0376 -16.0386
17 H 9.2988 3.5583 -18.5187
18 N 3.4433 -3.5542 -23.4354
19 C 7.9238 -1.7434 -21.2411
20 C 10.4784 1.3287 -22.7941
21 H 8.0410 6.7133 -26.5025
22 H 0.4757 -6.4954 -21.7422
23 H 5.3127 -2.8957 -22.9268
24 C 4.8075 7.2235 -18.1720
25 K 3.4954 3.1475 -17.3129
26 H -1.2423 5.4546 -24.8776
27 C 7.7155 -0.8944 -25.4265
28 P 9.4458 -1.1325 -23.3563
29 H 11.1220 -0.7188 -21.0217
30 H 4.9269 3.7325 -25.8484
31 C 10.2736 -1.3455 -20.7540
32 N 10.5554 0.1193 -23.6080
33 F 3.5155 1.3948 -21.2547
34 H 8.7462 6.6248 -18.9467
35 C 6.6077 0.8076 -18.4124
36 H 4.5711 -2.6330 -24.9352
37 H 3.0720 1.4330 -25.0157
38 C 2.1113 1.5748 -25.5126
39 H 1.6524 0.5972 -25.6545
40 H 6.9319 7.9167 -23.7570
41 H -0.5475 2.6617 -27.1379
42 O 2.0383 0.5243 -18.5897
43 H 7.1926 6.1151 -13.9197
44 H -0.3040 -5.9638 -24.6552
45 H 6.7765 -0.3805 -25.6462
46 H -0.7033 -3.1615 -23.6760
47 H 4.8768 7.8913 -17.3180
48 H 0.5714 -3.6967 -20.7166
49 C 5.5085 0.2380 -19.2875
50 C 7.2971 0.5062 -23.4349
51 H 2.1503 -6.9459 -21.7459
52 H 7.7212 0.7870 -22.4715
53 H 2.2266 -3.8405 -20.0848
54 H 8.4557 2.8618 -25.1007
55 C 11.1126 0.3689 -24.9451
56 H 0.4104 -2.2636 -24.7866
57 H 6.4266 2.5915 -22.5146
58 H 1.2606 4.1299 -23.3894
59 H 7.5192 8.5609 -16.9953
60 H 7.1003 5.6157 -19.9785
61 H 2.8005 3.3297 -23.5857
62 C 6.0817 5.9186 -19.7538
63 N 6.9624 6.7261 -15.9273
64 H -2.5592 4.5114 -23.2303
65 H 9.9856 -1.3756 -19.7028
66 P -0.2195 2.0021 -24.2562
67 H 10.2768 0.5428 -25.6236
68 C 1.9148 3.6682 -24.1245
69 H 5.2790 5.1826 -19.8699
70 H -1.0353 1.1037 -27.7636
71 H 5.8023 6.7655 -20.3803
72 O 7.8835 5.3858 -23.0195
73 O -0.3667 1.2096 -22.9868
74 H -1.2631 -0.4809 -24.3660
75 H -2.0021 3.0969 -22.3028
76 N -0.8489 1.1631 -25.6742
77 C 9.2196 6.0637 -18.1384
78 C 3.0198 0.1897 -20.8617
79 N -1.1434 3.4513 -24.2515
80 H 8.4766 -0.5404 -26.1207
81 N 7.9890 -0.6484 -24.0176
82 H -0.5752 -4.7365 -25.7831
83 H 6.9665 -0.0168 -17.7898
84 H 4.1717 6.0207 -25.7826
85 H -0.2151 4.2841 -25.8345
86 H 9.9886 2.1270 -23.3579
87 H 3.6171 -1.5547 -24.1273
88 C -1.1465 4.4493 -25.2999
89 C 3.5536 -2.5704 -24.5301
90 C 3.0988 0.0119 -19.2810
91 H 4.0209 6.4516 -18.1485
92 H 9.4183 5.6239 -27.0843
93 C 5.7416 3.3668 -22.8570
94 N 8.2566 5.1140 -17.6218
95 P 7.1781 5.1212 -24.2982
96 H 9.8532 1.1578 -21.9192
97 H 5.2825 8.2715 -24.2490
98 C 6.3956 6.4344 -14.5949
99 C 5.5963 3.0528 -25.3309
100 H 9.9556 3.6609 -25.7577
101 H 10.6523 -2.3779 -20.8206
102 H 6.2169 0.3762 -23.3630
103 H -1.1547 -0.8691 -25.8988
104 H -3.1008 2.8838 -23.6750
105 N 9.1756 -1.1304 -21.6826
106 F 1.8081 0.1072 -21.4557
107 P 2.3488 -4.8172 -23.5263
108 H 7.4815 1.1771 -18.9482
109 C 8.8672 3.5810 -25.8007
110 C -1.1883 1.8052 -26.9445
111 H 5.6814 0.6213 -20.2996
112 H 5.7645 5.7358 -26.7487
113 C -1.5970 -0.0527 -25.3138
114 H 1.4938 -6.2008 -20.2734
115 N 6.0487 6.4884 -18.3741
116 F 3.7552 -0.7757 -21.4512
117 H 5.9457 4.1845 -22.1634
118 C -2.2559 3.4644 -23.2941
119 H 9.5285 6.5888 -25.6375
120 H 5.3072 -4.5936 -23.1024
121 H 10.1044 5.5596 -18.5221
122 H 7.5609 1.3769 -24.0443
123 O 4.2688 0.6469 -18.7010
124 H 2.1273 4.2943 -24.9912
125 C 4.6951 -3.7716 -22.7185
126 H 8.7476 3.1092 -16.8327
127 O 2.6859 -6.1358 -24.0936
128 H -2.0521 4.3658 -25.9087
129 H 5.1615 2.1257 -24.9500
130 H 5.9702 7.3597 -14.2050
131 H 11.7223 1.2719 -24.9219
132 C 5.9512 7.4712 -23.9321
133 C 0.2276 -5.1570 -25.1749
134 C 0.3372 -2.9893 -23.9709
135 C 1.4560 -6.1985 -21.3614
136 H 7.9217 -1.8539 -20.1555
137 N 1.9449 -4.8934 -21.8436
138 H 7.8734 -2.8013 -21.5329
139 H 4.6814 3.1332 -22.8627
140 N 0.9675 -4.2367 -24.3314
141 H 9.6051 6.7238 -17.3580
142 O 9.8758 -2.4292 -23.9286
143 P 6.7193 5.5341 -17.1744
144 H 0.7274 -2.5027 -23.0779
145 H 4.5023 7.7843 -19.0571
146 C 8.5486 3.6802 -17.7388
147 H 8.6302 7.9461 -15.7712
148 H 7.6374 3.2709 -18.1761
149 C 8.8319 6.0045 -26.2492
150 H -2.6839 -0.0194 -25.3502
151 H 1.8668 -2.8088 -21.4369
152 C 5.1984 6.3073 -26.0119
153 H 7.0509 -1.2256 -21.6320
154 H 5.6280 5.6749 -14.7296
155 H 5.5873 7.2121 -22.9322
156 H 6.3407 2.5397 -25.9501
157 H 4.5478 -3.8992 -21.6474
158 N 1.3093 2.4556 -24.7000
159 H 5.6723 -0.8388 -19.3727
160 H 2.2159 1.9313 -26.5430
161 H 6.2861 1.5807 -17.7152
162 K 0.2303 2.3051 -20.2980

Output
Frontier orbital gap, Eh: 0.223
Molar mass, Da: 1117.30
Total charge: +1
E_HOMO, eV: -9.4
Lowest unoccupied orbital energy, eV: -3.3
E_tot, eV: -160747.0040

Atom charges from the Mulliken analysis, given in e for atoms 1 to 99: 0.384 -0.766 0.236 0.383 0.309 0.439 0.282 0.387 0.478 0.473 0.294 0.292 0.945 0.350 -0.712 -1.175 0.376 0.544 -1.052 -1.000 0.304 0.284 -0.021 -0.922 0.965 0.322 -1.129 0.277 0.339 0.317 -1.070 0.219 -0.047 0.348 -1.095 0.409 -0.388 -0.375 0.293 0.351 0.297 -0.892 0.305 0.302 0.372 0.553 0.256 0.327 0.320 -1.269 0.326 0.302 0.478 -0.904 -0.965 0.370 0.026 0.408 0.332 0.372 -0.743 -1.212 0.364 0.360 0.299 0.751 0.197 -0.263 0.222 0.321 0.460 -0.994 -1.066 0.298 0.122 0.501 -0.854 0.482 0.282 0.209 1.068 0.380 0.365 0.156 0.311 0.198 0.244 -1.059 -1.229 -0.370 0.184 0.438 0.191 0.202 0.354 0.282 0.379 -1.019 -0.400